The following is a DFT calculation (ωB97M-V/def2-TZVPD) of C22H30N8SeSm as an isolated structure.

Geometry as XYZ:
```
62
Properties=species:S:1:pos:R:3:nbo_charge:R:1
Sm -0.39 -0.56 0.24 2.14
C 2.43 -2.24 -0.58 -0.43
C 1.37 -2.87 -1.51 -0.24
N 0.22 -1.96 -1.76 -0.73
C 0.50 -1.05 -2.91 -0.25
C -0.52 0.08 -2.99 -0.24
N -0.46 1.00 -1.81 -0.73
C 0.60 2.05 -1.94 -0.23
C 1.77 1.88 -0.98 -0.43
C 1.48 2.29 0.48 -0.24
N 1.09 1.14 1.35 -0.73
C 2.30 0.44 1.87 -0.25
C 1.92 -0.85 2.59 -0.24
N 1.30 -1.85 1.67 -0.73
C 2.32 -2.62 0.90 -0.24
H 2.39 -1.15 -0.68 0.18
H 3.41 -2.56 -0.92 0.28
H 0.99 -3.80 -1.06 0.22
H 1.83 -3.15 -2.46 0.24
H -0.56 -2.55 -2.06 0.41
H 0.46 -1.60 -3.85 0.25
H 1.51 -0.65 -2.81 0.22
H -1.53 -0.34 -3.04 0.22
H -0.34 0.63 -3.91 0.25
H -1.35 1.50 -1.83 0.41
H 0.15 3.03 -1.78 0.23
H 0.98 2.05 -2.97 0.23
H 2.59 2.51 -1.34 0.28
H 2.15 0.85 -1.02 0.19
H 0.66 3.01 0.49 0.22
H 2.35 2.78 0.90 0.24
H 0.65 1.56 2.18 0.41
H 2.84 1.08 2.58 0.25
H 2.97 0.23 1.04 0.21
H 1.21 -0.62 3.39 0.22
H 2.82 -1.26 3.06 0.24
H 0.85 -2.52 2.29 0.41
H 2.09 -3.69 0.98 0.23
H 3.30 -2.49 1.36 0.23
Se -7.78 -2.47 2.88 1.16
N -7.00 -0.94 2.51 -0.59
C -5.78 -1.21 2.10 0.08
C -4.82 -0.20 1.72 -0.07
C -5.13 1.16 1.75 -0.05
C -4.17 2.08 1.39 -0.22
C -2.92 1.61 1.00 0.07
N -2.60 0.31 0.94 -0.61
C -3.54 -0.60 1.31 0.24
C -3.19 -2.02 1.26 0.16
N -1.93 -2.36 0.85 -0.60
C -1.61 -3.66 0.84 0.07
C -2.47 -4.68 1.20 -0.23
C -3.75 -4.35 1.60 -0.05
C -4.12 -3.00 1.64 -0.07
C -5.43 -2.60 2.07 0.15
N -6.37 -3.42 2.45 -0.61
H -6.12 1.47 2.06 0.28
H -4.37 3.14 1.41 0.27
H -2.15 2.31 0.71 0.20
H -0.60 -3.90 0.51 0.20
H -2.14 -5.71 1.16 0.27
H -4.47 -5.10 1.88 0.28
```

Values from the calculation:
* charge: +3
* relative energy (zero: lowest compared OMol25 entry of this formula, charge and spin): 0.0000 eV
* HOMO-LUMO gap (alpha / beta): 6.148 / 7.387 eV
* E_tot: -118450.5620 eV
* max |F|: 0.011 hartree/bohr
* HOMO energy (alpha / beta): -16.5 / -16.5 eV
* 2S+1: 6
* molar mass: 635.9 g/mol